DFT (ωB97M-V/def2-TZVPD) results for C27H36AuN7 as an isolated structure at a distorted geometry.

Geometry (Å):
Au (0.79, 0.21, -0.57)
C (-3.61, -2.12, -1.38)
N (-2.45, -2.38, -2.20)
C (-2.30, -3.72, -2.76)
C (-0.82, -3.79, -3.13)
N (-0.31, -2.50, -2.73)
C (1.01, -2.08, -3.11)
C (-1.26, -1.71, -2.20)
N (-0.99, -0.50, -1.80)
C (-1.97, 0.53, -1.55)
C (-1.30, 1.88, -1.80)
N (-0.32, 2.17, -0.78)
C (-0.11, 3.38, -0.32)
N (0.92, 3.64, 0.53)
C (1.96, 2.73, 0.92)
C (1.11, 5.06, 0.71)
C (-0.18, 5.65, 0.17)
N (-0.79, 4.53, -0.54)
C (-2.11, 4.78, -1.08)
H (-4.36, -2.88, -1.61)
H (-4.06, -1.15, -1.58)
H (-3.37, -2.20, -0.32)
H (-2.95, -3.84, -3.62)
H (-2.57, -4.46, -2.01)
H (-0.67, -3.94, -4.21)
H (-0.28, -4.59, -2.60)
H (1.27, -2.50, -4.08)
H (1.75, -2.43, -2.38)
H (1.05, -1.00, -3.17)
H (-2.34, 0.49, -0.52)
H (-2.81, 0.45, -2.25)
H (-2.08, 2.64, -1.88)
H (-0.78, 1.84, -2.77)
H (1.51, 1.80, 1.29)
H (2.53, 3.19, 1.72)
H (2.64, 2.50, 0.10)
H (1.99, 5.40, 0.14)
H (1.28, 5.30, 1.77)
H (-0.02, 6.48, -0.51)
H (-0.85, 5.99, 0.98)
H (-2.41, 5.78, -0.79)
H (-2.86, 4.09, -0.69)
H (-2.11, 4.74, -2.17)
C (-1.88, 0.18, 5.13)
C (-2.70, 0.10, 4.01)
C (-2.21, -0.41, 2.83)
C (-0.87, -0.83, 2.74)
C (-0.05, -0.73, 3.87)
C (-0.56, -0.24, 5.06)
C (-0.40, -1.29, 1.45)
C (0.86, -1.37, 0.99)
C (2.09, -1.92, 1.08)
C (2.28, -3.27, 1.53)
C (3.46, -3.92, 1.34)
C (4.55, -3.29, 0.67)
C (4.48, -2.00, 0.28)
C (3.27, -1.17, 0.54)
H (-2.27, 0.58, 6.06)
H (-3.73, 0.43, 4.07)
H (-2.84, -0.49, 1.96)
H (0.98, -1.07, 3.81)
H (0.07, -0.18, 5.93)
H (-1.20, -1.41, 0.73)
H (1.44, -3.77, 1.98)
H (3.57, -4.94, 1.65)
H (5.45, -3.87, 0.50)
H (5.31, -1.52, -0.20)
H (3.55, -0.38, 1.26)
N (3.40, -0.06, -1.73)
C (2.83, -0.38, -0.70)
H (4.33, -0.23, -2.08)

The net charge is +2. The HOMO energy (alpha / beta) is -13.5 / -13.5 eV.

Atomic charges from the Mulliken analysis, expressed in e, are listed below: Au 0.804; C -1.000; N -0.030; C -0.664; C -0.593; N 0.182; C -1.026; C 0.286; N -0.270; C -0.619; C -0.716; N -0.220; C 0.250; N 0.095; C -0.782; C -0.631; C -0.812; N -0.002; C -1.145; H 0.456; H 0.322; H 0.264; H 0.336; H 0.380; H 0.339; H 0.346; H 0.418; H 0.235; H 0.325; H -0.002; H 0.591; H 0.401; H 0.123; H 0.105; H 0.375; H 0.322; H 0.327; H 0.363; H 0.400; H 0.429; H 0.442; H 0.445; H 0.334; C -0.400; C -0.847; C -0.212; C 0.615; C -0.181; C -0.857; C -0.369; C -0.146; C 1.225; C -1.004; C -0.598; C -0.606; C -0.996; C 0.873; H 0.426; H 0.443; H 0.327; H 0.491; H 0.427; H 0.070; H 0.497; H 0.465; H 0.472; H 0.517; H 0.305; N -0.436; C 0.035; H 0.281


DFT (ωB97M-V/def2-TZVPD) results for C27H36ClOOsSSbSe as an isolated structure.

Geometry (Å):
Os (0.06, -0.01, -0.72)
Cl (4.45, 5.49, 1.24)
C (3.77, 4.01, 0.79)
C (3.77, 3.63, -0.56)
C (3.22, 2.44, -0.92)
C (2.67, 1.55, 0.07)
C (2.21, 0.27, -0.29)
C (2.67, 1.98, 1.43)
C (3.21, 3.18, 1.79)
H (4.22, 4.29, -1.30)
H (3.23, 2.13, -1.96)
H (2.32, -0.49, 0.49)
H (2.57, -0.08, -1.26)
H (2.26, 1.32, 2.19)
H (3.24, 3.50, 2.83)
C (0.32, 4.15, -0.62)
Sb (-0.85, 2.43, -0.35)
C (-2.54, 2.99, -1.47)
C (-1.59, 2.68, 1.61)
H (-0.37, 5.00, -0.58)
H (0.82, 4.13, -1.59)
H (1.06, 4.25, 0.18)
H (-2.91, 3.93, -1.06)
H (-3.32, 2.22, -1.40)
H (-2.27, 3.13, -2.52)
H (-1.71, 3.75, 1.78)
H (-0.91, 2.26, 2.35)
H (-2.56, 2.18, 1.67)
C (-7.26, -0.09, 0.58)
C (-5.91, -0.16, -0.07)
C (-5.75, 0.09, -1.42)
C (-4.52, -0.03, -2.07)
C (-4.44, 0.27, -3.55)
C (-3.41, -0.40, -1.28)
Se (-1.78, -0.63, -2.17)
C (-3.54, -0.65, 0.10)
C (-2.41, -1.15, 0.97)
C (-4.79, -0.52, 0.68)
H (-7.95, 0.54, 0.02)
H (-7.20, 0.28, 1.61)
H (-7.70, -1.09, 0.63)
H (-6.61, 0.37, -2.01)
H (-5.41, 0.11, -4.02)
H (-3.71, -0.35, -4.07)
H (-4.16, 1.32, -3.71)
H (-1.48, -0.58, 0.82)
H (-2.18, -2.20, 0.77)
H (-2.66, -1.06, 2.03)
H (-4.90, -0.72, 1.74)
C (6.20, -3.38, 2.63)
C (5.05, -3.28, 1.66)
C (3.74, -3.10, 2.12)
C (2.67, -3.01, 1.23)
C (2.94, -3.09, -0.13)
C (4.22, -3.26, -0.62)
C (5.27, -3.37, 0.29)
S (1.63, -2.99, -1.30)
C (0.85, -4.56, -1.09)
O (0.57, -2.03, -0.72)
H (5.86, -3.64, 3.63)
H (6.73, -2.43, 2.69)
H (6.92, -4.13, 2.30)
H (3.55, -3.05, 3.18)
H (1.66, -2.89, 1.60)
H (4.41, -3.32, -1.69)
H (6.28, -3.53, -0.08)
H (0.47, -4.60, -0.07)
H (1.62, -5.32, -1.25)
H (0.06, -4.65, -1.82)

Its expectation value of S² is 6.0519. The net charge is +2. As for the spin multiplicity: 5. The HOMO energy (alpha / beta) is -13.3 / -13.6 eV.

Atomic charges from the Mulliken analysis, expressed in e, are listed below: Os 0.883; Cl -0.114; C 0.497; C -0.824; C -0.263; C 0.470; C -1.531; C -0.115; C -0.903; H 0.453; H 0.457; H 0.268; H 0.742; H 0.521; H 0.446; C -1.244; Sb 0.577; C -1.052; C -1.261; H 0.523; H 0.403; H 0.308; H 0.505; H 0.139; H 0.393; H 0.485; H 0.376; H 0.342; C -1.535; C 0.273; C -0.641; C 0.359; C -1.727; C 0.761; Se 0.071; C 0.947; C -0.990; C -1.050; H 0.387; H 0.398; H 0.327; H 0.463; H 0.430; H 0.424; H 0.266; H -0.099; H 0.344; H 0.451; H 0.408; C -1.478; C 0.704; C -0.787; C -0.681; C 0.833; C -0.542; C -0.638; S 0.247; C -1.100; O -0.285; H 0.374; H 0.306; H 0.400; H 0.394; H 0.366; H 0.469; H 0.433; H 0.343; H 0.458; H 0.433


We obtain electronic energy values of -42687.7574, -128322.1474 eV for the records listed above, in that order.
We obtain relative energy (zero: lowest compared OMol25 entry of this formula, charge and spin) values of 283.7, 88.2 kJ/mol for the records listed above, in that order.